Arrangement 1

Entry from OMol25: C8H13N3O2S in the gas phase (ωB97M-V/def2-TZVPD).

Computed properties:
Spin multiplicity: 1
Kohn-Sham gap, eV: 9.895
Structure (SMILES): CC(C)[C@]12NC(=O)NC(=O)N1CCS2

```
27
C8H13N3O2S ωB97M-V/def2-TZVPD
C 0.9513 1.6776 -1.1799
S 1.0165 -0.9072 -2.0085
C -2.0622 0.6458 0.5192
N 1.1019 0.1806 2.1664
H 1.6124 0.3572 2.9638
O 1.6994 -1.7471 2.6490
C 1.0807 1.1165 1.2207
H -1.6364 0.5220 1.5707
H 0.0490 2.2746 -1.4288
H -2.9741 -1.8745 -0.2451
H -1.4587 -0.1398 -1.5184
C 1.5051 0.8693 -2.2486
H -3.1652 0.3960 0.5304
C 1.1138 -1.0769 1.8289
H 1.0561 -2.4641 0.1946
H -1.8052 -2.1428 0.8704
H 1.7283 2.3601 -0.8732
C -1.9261 -1.8271 -0.1616
O 1.3307 2.2780 1.4838
H -1.8684 1.7508 0.3259
H 2.5904 0.9733 -2.1309
N 0.7101 -1.5062 0.5576
C 0.2378 -0.5410 -0.4119
H -1.6416 -2.7366 -0.8529
N 0.8063 0.7930 -0.0767
H 1.2458 1.1973 -3.2455
C -1.2978 -0.4286 -0.4995
```

Atomic partial charges in e from the Löwdin method, atoms 1 to 8: number 1, C, carries -0.233; number 2, S, carries 0.970; number 3, C, carries -0.032; number 4, N, carries 0.215; number 5, H, carries 0.156; number 6, O, carries 0.077; number 7, C, carries -0.509; number 8, H, carries 0.081

=====

Arrangement 2

Entry from OMol25: C8H13N3O2S in the gas phase (ωB97M-V/def2-TZVPD).

Computed properties:
Spin multiplicity: 1
Kohn-Sham gap, eV: 7.880
Structure (SMILES): CC1=C([N+](=O)[O-])[C@]2(C)NSN[C@@H]2CC1

```
27
C8H13N3O2S ωB97M-V/def2-TZVPD
N -0.0701 -2.3034 0.1549
C 0.2479 1.1935 0.7294
C 0.5257 -0.6970 -1.4156
H 0.1660 -1.1425 -2.3061
N -1.3948 -0.1424 1.7465
H 2.3664 0.8990 0.0507
N 1.7835 -1.2879 -1.0360
C -0.4769 -0.9935 -0.3570
C 0.3592 2.1704 1.9318
H 2.1929 -2.0459 -1.5432
H 0.7094 1.6469 2.7358
H 1.6734 2.4367 -0.3604
H -0.6229 2.4771 2.2375
C -0.4953 0.0665 0.6774
H 1.5847 0.8844 -2.3931
O -2.0042 0.8416 2.1430
H 1.0860 2.9378 1.7255
H -0.2316 1.2301 -1.9520
C -1.9107 -1.0993 -0.9143
H -2.0479 -2.0076 -1.5284
C 0.7960 0.8107 -1.6439
S 1.6049 -1.9741 0.5437
H -2.8304 -1.1086 -0.3320
H -0.6800 -2.5511 0.9187
H -2.1245 -0.3787 -1.6972
C 1.3515 1.4118 -0.2887
O -1.5581 -1.2746 2.1731
```

Atomic partial charges in e from the Löwdin method, atoms 1 to 8: number 1, N, carries -0.236; number 2, C, carries -0.128; number 3, C, carries -0.376; number 4, H, carries 0.138; number 5, N, carries -0.333; number 6, H, carries 0.155; number 7, N, carries -0.283; number 8, C, carries -0.543

=====

Arrangement 3

Entry from OMol25: a 2-piece molecular cluster, C8H13N3O2S overall (ωB97M-V/def2-TZVPD).

Computed properties:
Spin multiplicity: 1
Kohn-Sham gap (spin up / spin down), eV: 6.159 / 6.156

```
27
C8H13N3O2S ωB97M-V/def2-TZVPD
N 0.0820 -1.5326 -1.8414
H -1.9427 1.3464 -1.7597
C -3.1421 -1.1880 0.8808
C -4.0200 -0.1658 0.5658
C -1.8871 -1.3495 0.2917
C -1.6343 -0.5163 -0.7930
H -1.2275 -2.1414 0.3980
H 0.7879 -1.5451 -2.6205
H 2.7190 -0.3800 2.1119
O 2.4512 -0.5647 -1.3350
H 3.9343 -1.4013 1.1212
N -0.5534 -0.4696 -1.6543
C 3.3017 -0.5147 1.2329
N 0.9824 0.6244 0.2453
H 1.6791 2.6127 0.5799
H -3.5193 -1.9904 1.5693
O 1.3310 -1.9307 0.3686
H -4.9607 -0.2562 0.9842
C 1.4030 1.8841 -0.2721
C -3.6087 0.8109 -0.3168
H 0.6089 2.2862 -0.8248
C -2.3885 0.6716 -0.9477
H -4.3557 1.5823 -0.5839
S 1.9901 -0.6374 0.0271
H 3.7979 0.4120 1.0514
H 0.2054 -2.2261 -0.9549
H 2.4170 1.9398 -0.6696
```

Atomic partial charges in e from the Löwdin method, atoms 1 to 8: number 1, N, carries 0.098; number 2, H, carries 0.142; number 3, C, carries -0.061; number 4, C, carries -0.078; number 5, C, carries 0.012; number 6, C, carries -0.282; number 7, H, carries 0.078; number 8, H, carries 0.160

=====

On energetic grounds, arrangement 1 is preferred over the next structure by 453.1 kJ/mol.